Record 1
Formula: C2H3FIN3
Source: the OMol25 dataset
Level of theory: wB97M-V/def2-TZVPD

E = -639.703906 Ha
M = 214.97 g/mol
energy above the lowest of the compared OMol25 structures with the same formula, charge and spin = 1.999 eV
Kohn-Sham gap = 0.34650 Ha

Last column: natural (NBO) charge in e.
Cartesian coordinates (Å):
C 0.640 0.925 -0.432  -0.303
C -0.677 -0.098 0.721  0.370
N 0.841 -0.203 -1.299  -0.225
N 0.334 -1.240 -1.000  0.071
N -0.407 -1.284 0.112  -0.518
F -1.964 0.367 0.393  -0.371
I 2.353 1.706 0.557  0.138
H 0.390 1.790 -1.108  0.240
H -0.446 0.142 1.673  0.173
H -1.064 -2.105 0.383  0.426

=====

Record 2
Formula: C6H12O2
Source: the OMol25 dataset
Level of theory: wB97M-V/def2-TZVPD

E = -386.237427 Ha
M = 116.16 g/mol
SMILES = C/C=C/CCC=O.O
energy above the lowest of the compared OMol25 structures with the same formula, charge and spin = 2.251 eV
Kohn-Sham gap = 0.37257 Ha

Last column: natural (NBO) charge in e.
Cartesian coordinates (Å):
O -2.472 1.638 -1.443  -0.516
C -1.588 0.852 -1.224  0.453
C -1.460 -0.537 -1.740  -0.523
C -0.870 -1.530 -0.736  -0.439
C 0.617 -1.541 -0.312  -0.202
C 1.179 -0.445 0.219  -0.165
C 2.528 -0.378 0.858  -0.645
H -0.822 1.111 -0.490  0.087
H -2.390 -0.840 -2.213  0.238
H -0.743 -0.508 -2.576  0.242
H -1.340 -1.530 0.253  0.217
H -1.101 -2.518 -1.141  0.223
H 1.191 -2.448 -0.159  0.203
H 0.559 0.424 0.263  0.171
H 3.156 0.361 0.357  0.221
H 3.020 -1.341 0.932  0.211
H 2.454 -0.003 1.886  0.221
H -0.852 2.508 1.933  0.466
H -0.818 3.647 2.927  0.470
O -0.248 3.077 2.405  -0.935

=====

Record 3
Formula: C34H35N4O9STb
Source: the OMol25 dataset
Level of theory: wB97M-V/def2-TZVPD

E = -3435.378439 Ha
expectation value of S² = 12.707
M = 834.67 g/mol
multiplicity = 7
total charge = -2
energy above the lowest of the compared OMol25 structures with the same formula, charge and spin = 0.000 eV
Kohn-Sham gap (spin up / spin down) = 0.20645 / 0.20216 Ha

Last column: Mulliken spin population.
Cartesian coordinates (Å):
Tb -0.462 0.055 -0.940  5.946
C 1.484 -2.854 0.398  -0.004
C 0.794 -3.115 -0.984  0.004
C -0.656 -3.223 -0.968  0.014
C -1.370 -2.823 0.110  -0.011
C -0.735 -2.659 1.402  0.001
C 0.591 -2.829 1.553  -0.002
H 2.445 -3.346 0.559  -0.002
H 1.317 -3.763 -1.686  -0.003
H -1.143 -3.643 -1.840  -0.002
H -2.453 -2.865 0.092  -0.002
H -1.377 -2.572 2.270  0.000
H 1.022 -2.979 2.537  -0.001
O -1.774 1.297 2.654  0.001
C -1.906 1.230 1.434  0.009
O -1.909 0.151 0.733  0.005
C -2.185 2.477 0.617  0.012
C -3.221 3.324 0.903  -0.001
C -3.620 4.327 0.011  0.000
C -3.154 4.284 -1.300  0.001
C -2.135 3.430 -1.651  0.002
C -1.418 2.667 -0.610  -0.013
O -0.214 2.233 -0.717  -0.004
N -1.709 3.383 -2.966  0.000
O -1.614 0.947 -2.709  0.024
O -2.446 3.855 -3.850  0.000
N -4.556 5.292 0.411  0.000
O -5.039 5.242 1.549  0.000
O -4.873 6.189 -0.378  0.000
H -3.750 3.222 1.840  0.000
H -3.590 4.930 -2.048  0.000
C 1.416 -1.781 -0.652  -0.031
C 2.660 -1.437 -1.337  0.025
C 2.706 -1.357 -2.744  0.000
C 3.833 -0.891 -3.394  0.002
C 4.968 -0.510 -2.681  -0.001
C 4.955 -0.615 -1.298  0.002
C 3.829 -1.087 -0.638  -0.004
H 1.811 -1.611 -3.300  -0.001
H 3.831 -0.812 -4.476  0.000
H 5.844 -0.134 -3.197  0.000
H 5.831 -0.324 -0.727  0.000
H 3.841 -1.178 0.443  -0.001
C 0.019 0.824 7.776  0.000
C 0.437 0.606 6.345  0.000
C 0.198 1.585 5.384  0.000
C 0.573 1.403 4.064  0.000
C 1.204 0.226 3.699  0.000
C 1.432 -0.768 4.635  0.000
C 1.050 -0.580 5.955  0.000
S 1.858 -0.040 2.029  0.000
C 3.168 1.230 2.249  0.000
O 0.944 0.571 1.044  0.035
H 0.038 1.885 8.024  0.000
H 0.674 0.284 8.461  0.000
H -1.000 0.461 7.928  0.000
H -0.288 2.508 5.678  0.000
H 0.357 2.153 3.316  0.000
H 1.918 -1.688 4.331  0.000
H 1.235 -1.358 6.687  0.000
H 2.684 2.197 2.365  0.000
H 3.774 1.217 1.345  0.000
H 3.764 0.986 3.127  0.000
C -3.167 -1.176 -3.586  0.005
N -2.091 -0.648 -4.403  0.000
C -2.593 0.214 -5.454  0.000
C -1.446 0.461 -6.420  0.000
C -0.394 1.247 -5.658  -0.001
N 0.007 0.532 -4.456  0.001
C 1.008 1.303 -3.736  0.000
C -1.051 0.004 -3.554  -0.027
O -0.495 -0.937 -2.759  0.016
H -3.742 -1.894 -4.180  0.000
H -3.846 -0.393 -3.214  0.000
H -2.721 -1.687 -2.733  -0.003
H -2.950 1.176 -5.056  0.000
H -3.429 -0.290 -5.953  0.000
H -1.780 1.025 -7.297  0.000
H -1.034 -0.502 -6.732  0.000
H -0.793 2.245 -5.425  0.001
H 0.510 1.372 -6.270  0.000
H 1.967 1.209 -4.254  0.000
H 1.131 0.897 -2.727  0.011
H 0.739 2.363 -3.649  0.000

=====

Record 4
Formula: C33H47BN4O2P2Pb
Source: the OMol25 dataset
Level of theory: wB97M-V/def2-TZVPD

E = -2555.461299 Ha
M = 811.72 g/mol
Kohn-Sham gap = 0.26008 Ha

Last column: Mulliken charge in e.
Cartesian coordinates (Å):
Pb 1.014 1.139 2.582  0.470
C -4.518 -1.587 1.242  -0.463
C -3.326 -2.164 1.071  -0.774
C -2.202 -1.564 0.257  -0.341
C -2.161 -0.016 0.331  0.580
C -2.656 0.696 -0.897  -0.616
C -3.635 0.202 -1.669  -0.658
C -4.646 -0.816 -1.220  -0.817
C -5.099 -0.630 0.252  -0.783
C 0.072 3.103 2.180  -1.154
H -5.111 -1.770 2.141  0.386
H -3.077 -3.108 1.538  0.507
H -2.254 -1.899 -0.797  0.229
H -1.217 -1.936 0.606  0.442
H -2.789 0.324 1.160  0.156
H -1.154 0.337 0.581  -0.354
H -2.154 1.650 -1.131  0.382
H -3.735 0.499 -2.693  0.475
H -4.299 -1.836 -1.367  0.382
H -5.547 -0.758 -1.856  0.425
H -4.924 0.410 0.571  0.315
H -6.192 -0.749 0.306  0.513
H -0.686 3.417 2.904  0.312
H -0.381 2.841 1.218  0.130
H 0.859 3.856 2.052  0.454
P 2.027 1.423 -2.136  0.241
P 2.698 -2.173 -1.199  -0.043
N 0.751 1.856 -3.299  0.698
N 3.225 2.554 -2.993  0.340
N 1.838 -3.054 -2.536  0.456
N 4.081 -3.297 -1.139  0.279
C 2.512 -0.079 -3.117  -0.605
C 3.513 -0.979 -2.373  -1.156
C 0.016 3.040 -3.095  -0.748
C -0.661 3.358 -4.273  -0.693
C -0.349 2.363 -5.227  -0.864
C 0.518 1.456 -4.613  -0.317
C 3.881 3.573 -2.309  -0.573
C 4.937 4.042 -3.079  -0.534
C 4.914 3.331 -4.299  -0.713
C 3.830 2.463 -4.250  -0.199
C 0.468 -3.340 -2.497  -0.662
C 0.007 -3.683 -3.760  -0.450
C 1.133 -3.632 -4.638  -0.858
C 2.235 -3.253 -3.870  -0.422
C 4.404 -4.446 -1.860  -0.262
C 5.717 -4.817 -1.585  -0.653
C 6.235 -3.857 -0.662  -0.524
C 5.230 -2.940 -0.417  -0.444
H 2.952 0.176 -4.095  0.059
H 1.591 -0.634 -3.340  0.449
H 4.147 -1.520 -3.093  0.404
H 4.189 -0.387 -1.740  0.686
H 0.046 3.523 -2.138  0.522
H -1.294 4.212 -4.407  0.462
H -0.698 2.297 -6.253  0.445
H 0.961 0.568 -5.011  0.558
H 3.523 3.872 -1.332  0.402
H 5.654 4.802 -2.779  0.388
H 5.624 3.408 -5.124  0.404
H 3.459 1.794 -5.017  0.381
H -0.059 -3.309 -1.570  0.455
H -1.009 -3.918 -4.046  0.439
H 1.133 -3.833 -5.688  0.478
H 3.259 -3.158 -4.174  0.542
H 3.681 -4.946 -2.497  0.460
H 6.248 -5.657 -2.000  0.430
H 7.226 -3.838 -0.238  0.420
H 5.222 -2.064 0.225  0.351
C -2.416 -0.481 7.081  -1.703
C -2.029 0.151 5.753  1.940
C -2.881 -0.542 4.671  -1.445
O -0.638 -0.019 5.422  -0.670
B -0.400 0.988 4.480  0.523
O -1.416 2.004 4.528  -0.462
C -2.138 1.690 5.719  1.106
C -3.554 2.232 5.661  -1.832
C -1.386 2.388 6.883  -1.648
H -2.433 0.224 7.913  0.363
H -1.769 -1.323 7.345  0.377
H -3.434 -0.888 7.011  0.397
H -2.734 -1.633 4.727  0.510
H -3.953 -0.359 4.834  0.382
H -2.638 -0.223 3.643  -0.241
H -4.216 1.597 6.261  0.362
H -3.601 3.226 6.114  0.424
H -3.937 2.276 4.632  0.329
H -0.294 2.226 6.834  0.235
H -1.596 3.466 6.811  0.458
H -1.736 2.062 7.864  0.368

=====

Record 5
Formula: C46H26Cl5N4O2Rb
Source: the OMol25 dataset
Level of theory: wB97M-V/def2-TZVPD

E = -4463.032545 Ha
M = 929.47 g/mol
total charge = -2
Kohn-Sham gap (spin up / spin down) = 0.15125 / 0.14353 Ha

Last column: Mulliken charge in e.
Cartesian coordinates (Å):
Rb 0.279 0.326 1.200  0.717
Cl -2.965 9.311 0.816  -0.264
C -2.509 7.639 0.441  -0.029
C -3.385 6.640 -0.010  -0.495
C -2.991 5.328 -0.258  -0.505
C -1.628 4.985 -0.105  1.033
C -0.711 5.941 0.373  -0.757
C -1.141 7.262 0.520  -0.706
C -1.093 3.606 -0.305  1.063
C -2.008 2.532 -0.066  0.011
C -3.028 2.682 0.957  -1.130
C -3.658 1.484 1.075  -1.611
C -3.029 0.605 0.102  0.374
C -3.404 -0.818 -0.010  0.645
C -4.744 -1.304 0.469  0.559
C -4.878 -2.641 0.858  -0.215
C -6.103 -3.246 1.007  -0.849
C -7.251 -2.463 0.776  0.520
Cl -8.763 -3.182 1.024  -0.280
C -7.155 -1.066 0.508  -0.873
C -5.914 -0.513 0.411  -0.477
C -2.450 -1.843 -0.346  -0.561
N -1.145 -1.934 0.077  0.752
C -0.679 -3.118 -0.401  -0.740
C 0.772 -3.520 -0.193  3.247
C 0.994 -5.045 -0.407  -0.532
C -0.045 -6.002 -0.192  -0.378
C 0.245 -7.367 -0.430  -0.840
C 1.559 -7.825 -0.662  0.212
Cl 2.072 -9.500 -0.653  -0.259
C 2.583 -6.868 -0.681  -0.776
C 2.307 -5.476 -0.628  -0.287
C 2.532 -1.803 -0.936  0.775
C 3.970 -1.989 -0.613  -0.936
C 4.436 -0.699 -0.411  -1.045
C 3.327 0.225 -0.751  -0.006
N 2.188 -0.534 -1.003  -0.578
C 3.362 1.633 -0.817  1.191
C 2.229 2.502 -0.988  -0.070
C 2.283 3.788 -1.688  -1.115
C 1.033 4.355 -1.497  -0.657
C 0.253 3.424 -0.658  -0.267
N 1.109 2.407 -0.251  0.010
C 4.691 2.315 -0.665  -0.057
C 4.747 3.355 0.330  -0.161
C 5.951 3.876 0.728  -0.778
C 7.139 3.394 0.133  0.267
Cl 8.707 4.193 0.477  -0.269
C 7.024 2.454 -0.885  -0.405
C 5.847 1.888 -1.294  -0.531
C -1.714 -3.830 -1.173  -1.788
C -2.819 -3.043 -1.099  -1.136
N -2.000 1.227 -0.566  -0.731
H -4.374 6.953 -0.246  0.400
H -3.649 4.614 -0.804  0.350
H 0.336 5.701 0.597  0.450
H -0.458 7.957 0.923  0.392
H -3.182 3.628 1.455  0.661
H -4.482 1.210 1.729  0.681
H -4.002 -3.248 1.128  0.375
H -6.287 -4.227 1.444  0.339
H -8.091 -0.575 0.349  0.401
H -5.886 0.539 0.208  0.540
H -1.081 -5.807 0.128  0.595
H -0.503 -8.147 -0.335  0.373
H 3.610 -7.236 -0.600  0.346
H 3.162 -4.769 -0.783  0.027
H 4.488 -2.953 -0.610  0.332
H 5.399 -0.397 -0.078  0.691
H 3.142 4.161 -2.259  0.413
H 0.599 5.276 -1.887  0.556
H 3.831 3.688 0.806  0.414
H 6.132 4.633 1.484  0.356
H 7.983 2.078 -1.365  0.223
H 5.815 1.125 -2.054  0.566
H -1.534 -4.737 -1.767  0.627
H -3.821 -3.221 -1.442  0.628
Cl 1.550 -1.580 3.373  -0.245
C 0.663 -2.849 2.442  -0.468
C 1.470 -3.274 1.203  0.204
O 2.688 -3.403 1.198  -0.509
O 1.653 -2.786 -1.158  -0.504
H -0.251 -2.336 2.203  0.095
H 0.644 -3.763 3.078  0.410

=====

Record 6
Formula: C45H39MoN12OS
Source: the OMol25 dataset
Level of theory: wB97M-V/def2-TZVPD

E = -2936.735781 Ha
expectation value of S² = 2.500
M = 891.90 g/mol
multiplicity = 3
total charge = +1
energy above the lowest of the compared OMol25 structures with the same formula, charge and spin = 0.542 eV
Kohn-Sham gap (spin up / spin down) = 0.21723 / 0.23214 Ha

Last column: Mulliken spin population.
Cartesian coordinates (Å):
Mo 0.705 0.383 -0.214  1.737
O 3.994 -0.328 -2.629  0.023
C 3.235 0.059 -1.749  0.023
N 2.012 0.625 -1.898  -0.001
C 1.743 0.940 -3.299  0.001
C 1.171 2.304 -3.610  -0.007
C 1.058 2.663 -4.956  0.003
C 0.552 3.905 -5.279  0.001
C 0.179 4.767 -4.253  -0.001
C 0.329 4.328 -2.952  0.001
N 0.804 3.119 -2.632  0.001
C 3.713 0.059 -0.333  0.020
C 5.049 -0.116 -0.025  0.000
C 5.447 0.047 1.288  0.006
C 4.502 0.384 2.249  -0.001
C 3.185 0.517 1.868  0.016
N 2.801 0.340 0.597  -0.039
H 1.128 0.175 -3.784  -0.002
H 2.697 0.881 -3.822  0.002
H 1.375 1.970 -5.727  0.000
H 0.457 4.207 -6.315  0.000
H -0.211 5.755 -4.459  0.000
H 0.062 4.967 -2.115  0.002
H 5.734 -0.354 -0.826  0.000
H 6.488 -0.069 1.564  0.000
H 4.778 0.545 3.282  -0.001
H 2.408 0.782 2.571  0.000
C -2.434 -5.835 -2.520  0.000
C -1.529 -4.777 -1.950  0.011
C -0.775 -5.001 -0.803  -0.005
C 0.011 -4.009 -0.254  0.016
C 0.139 -2.728 -0.832  0.043
N 0.928 -1.736 -0.234  0.050
C 1.866 -2.277 0.679  0.004
C 2.949 -3.034 0.225  -0.021
C 3.849 -3.602 1.102  0.001
C 3.723 -3.423 2.482  0.000
C 4.736 -3.997 3.434  0.000
C 2.669 -2.653 2.939  0.000
C 1.749 -2.102 2.049  -0.005
N 0.683 -1.319 2.574  0.015
C 0.066 -1.502 3.758  0.007
C -0.803 -0.454 3.948  0.007
C -0.656 0.340 2.810  0.034
N 0.237 -0.187 1.973  -0.015
C -0.623 -2.522 -1.984  0.014
C -1.451 -3.515 -2.506  -0.007
N -0.638 -1.247 -2.630  0.033
C -1.192 -1.011 -3.841  0.011
C -1.574 0.303 -3.895  0.003
C -1.204 0.829 -2.658  -0.001
N -0.629 -0.103 -1.901  -0.085
H -1.969 -6.820 -2.465  0.000
H -2.671 -5.636 -3.565  0.000
H -3.376 -5.887 -1.969  0.001
H -0.815 -5.968 -0.312  0.000
H 0.551 -4.234 0.653  0.001
H 3.056 -3.171 -0.846  0.002
H 4.676 -4.187 0.714  0.001
H 5.124 -4.947 3.067  0.000
H 4.305 -4.165 4.422  0.000
H 5.587 -3.320 3.554  0.000
H 2.572 -2.449 4.000  0.000
H 0.288 -2.366 4.363  0.000
H -1.462 -0.298 4.785  0.001
H -1.165 1.251 2.554  0.005
H -2.076 -3.287 -3.359  -0.001
H -1.288 -1.801 -4.564  0.001
H -2.023 0.827 -4.722  0.000
H -1.273 1.841 -2.302  -0.003
S 1.300 2.674 0.467  -0.009
C -0.257 3.352 0.582  -0.029
N -0.382 4.686 0.758  0.326
N -1.497 5.147 1.266  0.310
C -2.351 4.537 2.232  -0.049
C -3.711 4.793 2.166  0.030
C -4.554 4.255 3.129  -0.019
C -4.040 3.466 4.146  0.034
C -2.671 3.232 4.211  -0.020
C -1.819 3.769 3.262  0.057
N -1.360 2.609 0.465  -0.093
N -1.178 1.363 0.143  -0.384
C -2.427 0.643 0.080  0.065
C -3.611 1.324 -0.198  -0.078
C -4.802 0.619 -0.278  0.026
C -4.824 -0.755 -0.084  -0.047
C -3.642 -1.427 0.192  0.040
C -2.446 -0.734 0.276  -0.012
H -1.583 6.148 1.168  -0.014
H -4.111 5.396 1.359  -0.001
H -5.617 4.451 3.079  0.000
H -4.698 3.047 4.894  0.001
H -2.259 2.645 5.023  0.000
H -0.749 3.614 3.327  -0.003
H -3.590 2.392 -0.357  -0.001
H -5.719 1.150 -0.502  0.000
H -5.757 -1.298 -0.151  -0.002
H -3.645 -2.500 0.345  0.001
H -1.533 -1.271 0.488  -0.030